This record from the OMol25 dataset describes a cluster of 2 separate species, C2H7N3O in total. The level of theory is ωB97M-V/def2-TZVPD.

Frontier orbital gap, eV: 10.23
Relative energy (zero: lowest compared OMol25 entry of this formula, charge and spin), kcal per mole: 21.0
Maximum force, Eh/bohr: 0.0313

The geometry in XYZ format:
```
13
Properties=species:S:1:pos:R:3:forces:R:3:nbo_charge:R:1
H -0.32498 -2.97983 -0.35139 -0.260 -0.016 -0.733 0.3506
N -0.24451 -1.96852 -0.40166 0.573 -0.086 1.501 -0.7902
C 1.00981 -1.68976 -0.35090 0.103 0.254 -1.539 0.2997
N 1.54014 -0.47096 -0.10350 -0.080 0.228 0.536 -0.8083
H 1.77606 -2.34075 -0.79657 -0.074 -0.415 0.662 0.1390
H 2.54158 -0.41093 -0.12220 0.016 0.062 -0.008 0.3892
H 1.07725 0.23305 0.47615 0.052 -0.107 -0.462 0.4202
N -1.56679 0.54798 0.23005 0.053 0.125 -0.661 -0.8165
C -0.94477 1.75030 0.09164 0.017 -0.244 0.307 0.5365
O 0.11802 2.03169 0.60730 0.043 0.150 0.174 -0.6299
H -0.99570 -0.21882 0.57030 -0.116 -0.041 0.046 0.4089
H -2.01626 0.24892 -0.62894 -0.375 0.020 0.297 0.3902
H -1.52132 2.47501 -0.49916 0.048 0.070 -0.119 0.1107
```
Positions in Å, forces in eV/Å.

This record from the OMol25 dataset describes a cluster of 2 separate species, C2H7N3O in total. The level of theory is ωB97M-V/def2-TZVPD.

Frontier orbital gap, eV: 10.39
Relative energy (zero: lowest compared OMol25 entry of this formula, charge and spin), kcal per mole: 27.1
Maximum force, Eh/bohr: 0.0554

The geometry in XYZ format:
```
13
Properties=species:S:1:pos:R:3:forces:R:3:nbo_charge:R:1
H 1.73919 0.40445 -2.52591 0.511 -0.751 -0.106 0.3683
N 1.20324 0.22736 -1.69792 -2.046 0.719 1.844 -0.8025
C 1.85556 -0.06489 -0.63698 2.261 0.343 0.029 0.3175
N 1.57346 0.06194 0.72487 0.698 -0.443 -2.316 -0.8157
H 2.88850 -0.36964 -0.82337 0.324 0.060 0.590 0.1287
H 2.25243 -0.27599 1.40150 -0.349 -0.055 -0.641 0.3954
H 0.62220 0.03915 0.99625 -1.221 0.115 0.733 0.4174
N -1.54587 -0.02141 -0.61182 -2.238 -0.186 1.281 -0.8479
C -1.97323 -0.04575 0.70221 0.107 -0.478 -0.504 0.5346
O -1.18589 -0.12190 1.63782 -0.669 0.488 -0.393 -0.6370
H -0.66462 0.23161 -0.97634 1.930 0.240 0.224 0.4291
H -2.13913 -0.22576 -1.38303 -1.057 0.034 -0.006 0.3858
H -3.12122 -0.03996 0.91106 1.748 -0.086 -0.735 0.1264
```
Positions in Å, forces in eV/Å.

This record from the OMol25 dataset describes a cluster of 3 separate species, C2H7N3O2 in total. The level of theory is ωB97M-V/def2-TZVPD.

Frontier orbital gap (alpha / beta), eV: 7.02 / 7.02
Relative energy (zero: lowest compared OMol25 entry of this formula, charge and spin), kcal per mole: 159.3
Maximum force, Eh/bohr: 0.0116

The geometry in XYZ format:
```
14
Properties=species:S:1:pos:R:3:forces:R:3:nbo_charge:R:1
N -0.10563 0.79992 0.79310 0.297 -0.422 -0.295 -0.4307
N -1.08620 0.20654 1.54469 0.073 -0.110 -0.074 -0.6278
C 1.98364 -0.12759 -0.60148 -0.227 -0.008 0.028 -0.2118
N 1.15799 -0.63994 0.20422 -0.046 0.500 0.148 -0.2328
H 0.51847 1.45733 1.25146 -0.059 -0.091 -0.026 0.3731
H -2.00788 0.60564 1.42926 0.099 0.004 -0.013 0.3851
H -0.81428 0.01154 2.49481 -0.008 0.072 -0.048 0.3780
H 2.99959 -0.52761 -0.57130 -0.126 -0.052 0.028 0.2203
H 1.75200 0.63479 -1.34900 -0.046 -0.003 0.087 0.1993
C -1.04949 -0.87112 -1.31603 -0.089 -0.071 -0.095 0.7070
O -1.23497 0.35293 -1.48751 0.100 -0.159 0.076 -0.7234
O -1.46593 -1.91016 -1.77410 0.162 0.358 0.164 -0.5884
H -0.48218 1.03690 -0.15302 -0.016 -0.076 -0.016 0.4479
H -0.16511 -1.02918 -0.46511 -0.113 0.059 0.035 0.1042
```
Positions in Å, forces in eV/Å.

This record from the OMol25 dataset describes a structure of composition C2H7N3O2. The level of theory is ωB97M-V/def2-TZVPD.

Frontier orbital gap, eV: 8.96
Relative energy (zero: lowest compared OMol25 entry of this formula, charge and spin), kcal per mole: 157.4
Maximum force, Eh/bohr: 0.1081

The geometry in XYZ format:
```
14
Properties=species:S:1:pos:R:3:forces:R:3:nbo_charge:R:1
C 0.11913 -1.08867 0.57687 2.438 4.256 -2.611 -0.2650
C 1.53333 0.14518 -0.21750 -3.817 -0.209 1.101 -0.1809
N -0.99669 -0.78150 -0.27158 0.084 -1.095 0.913 -0.4766
N -2.00540 0.13255 0.00543 3.219 -2.141 -3.301 0.6553
N 1.14616 1.54059 -0.09559 -0.898 -1.104 0.262 -0.8088
O -1.75003 0.79109 0.95554 -1.415 1.642 2.063 -0.3924
O -2.81371 0.22512 -0.90080 -0.984 0.522 0.998 -0.4102
H 0.16286 -0.86085 1.61255 -0.737 0.290 0.638 0.2229
H 0.47427 -2.02738 0.33347 0.540 -1.977 -0.277 0.1959
H 2.41507 0.09607 0.28474 2.548 -1.169 1.509 0.1713
H 1.60946 -0.10772 -1.24800 0.054 -0.563 -0.711 0.1723
H -1.01449 -1.34479 -1.10996 -0.968 0.497 -0.034 0.4054
H 0.39625 1.64771 -0.76302 -0.340 0.627 0.034 0.3473
H 0.72379 1.63262 0.83784 0.275 0.423 -0.584 0.3635
```
Positions in Å, forces in eV/Å.

This record from the OMol25 dataset describes the molecule C2H7N3O2. The level of theory is ωB97M-V/def2-TZVPD.

Frontier orbital gap, eV: 9.75
Relative energy (zero: lowest compared OMol25 entry of this formula, charge and spin), kcal per mole: 109.2
Maximum force, Eh/bohr: 0.0622

The geometry in XYZ format:
```
14
Properties=species:S:1:pos:R:3:forces:R:3:nbo_charge:R:1
N -1.36433 1.54417 0.13227 -0.147 -1.103 -1.263 -0.6921
N -0.04237 1.07563 -0.11904 1.967 1.192 -0.528 -0.4118
C 0.24990 -0.14977 0.00701 -1.901 -1.663 1.429 0.3797
C -0.80563 -1.17460 0.42425 2.206 -0.452 0.266 -0.1195
O -1.83018 -1.06640 -0.46532 -1.316 -0.189 -0.386 -0.7125
N 1.50699 -0.68648 -0.20502 0.786 -1.487 2.377 -0.2987
O 2.48099 0.29550 0.01556 -0.044 1.920 -1.312 -0.5745
H -1.47226 1.78405 1.08553 0.079 0.146 1.224 0.3629
H -1.49180 2.39871 -0.39278 0.222 -0.044 -0.081 0.3739
H -1.04981 -0.94200 1.45869 -0.403 0.037 0.382 0.1632
H -0.36218 -2.19013 0.44488 -0.362 0.381 -0.271 0.1824
H -1.99023 -0.10707 -0.40555 -0.820 0.163 -0.464 0.4880
H 1.78794 -1.45342 0.54857 -1.308 1.944 -2.176 0.3746
H 2.00409 1.09007 -0.38631 1.040 -0.845 0.803 0.4843
```
Positions in Å, forces in eV/Å.

This record from the OMol25 dataset describes a structure of composition C2H7N3O2. The level of theory is ωB97M-V/def2-TZVPD.

Frontier orbital gap, eV: 9.83
Relative energy (zero: lowest compared OMol25 entry of this formula, charge and spin), kcal per mole: 162.7
Maximum force, Eh/bohr: 0.0607

The geometry in XYZ format:
```
14
Properties=species:S:1:pos:R:3:forces:R:3:nbo_charge:R:1
C -0.23418 1.25293 0.93516 -0.085 0.988 -1.174 -0.4512
C -0.48207 -0.40348 -1.50939 1.579 0.334 -2.674 -0.4527
N 0.83418 0.79421 0.04754 -0.031 1.194 0.687 -0.4112
N 0.73992 -0.31990 -0.72212 0.882 0.080 2.459 -0.1314
N 0.52870 -1.61221 0.54966 -0.097 2.061 -0.680 0.5565
O 0.01940 -2.60881 0.17246 -0.238 -1.381 0.070 -0.3603
O 0.85669 -1.27694 1.66483 0.092 -0.365 -0.777 -0.3933
H -1.13310 0.86437 0.55485 -1.406 -0.633 0.458 0.1973
H -0.03996 1.15829 1.97277 0.084 -1.330 0.993 0.2102
H -0.35123 2.32214 0.90382 0.079 0.770 -0.817 0.2008
H -0.68261 -1.47567 -1.65950 0.026 0.690 -0.345 0.2489
H -1.26218 0.08414 -1.06431 -2.342 0.730 1.463 0.1769
H -0.42515 0.25720 -2.50727 0.646 -1.938 1.857 0.2213
H 1.63159 0.96375 0.66150 0.811 -1.199 -1.518 0.3882
```
Positions in Å, forces in eV/Å.

This record from the OMol25 dataset describes the molecule C2H7N3O2. The level of theory is ωB97M-V/def2-TZVPD.

Frontier orbital gap, eV: 8.60
Relative energy (zero: lowest compared OMol25 entry of this formula, charge and spin), kcal per mole: 158.8
Maximum force, Eh/bohr: 0.0565

The geometry in XYZ format:
```
14
Properties=species:S:1:pos:R:3:forces:R:3:nbo_charge:R:1
C 0.42038 -1.61480 0.56683 0.493 -1.738 -2.271 -0.4065
N 0.29295 -0.32481 -0.06549 0.601 -0.974 -0.552 -0.2546
C 0.35448 -0.22127 -1.50848 1.409 -0.296 0.247 -0.4230
N -0.26000 0.51326 0.78178 -1.436 1.874 0.908 -0.1251
N -0.62679 1.67586 0.44052 1.191 -2.472 0.947 0.4989
O -0.51123 2.28747 -0.60795 -0.082 0.623 -0.878 -0.4922
O -1.16936 2.37307 1.48673 -0.631 1.088 1.537 -0.5390
H 1.47625 -1.93412 0.54659 -0.210 0.337 1.146 0.1978
H -0.16426 -1.51097 1.43454 0.313 -0.410 1.718 0.2293
H -0.02418 -2.51700 0.02641 -0.151 1.444 -0.021 0.1815
H -0.55315 0.25345 -1.81154 -0.268 0.109 -0.955 0.2296
H 1.27614 0.33217 -1.81077 -0.922 -0.145 -0.036 0.2088
H 0.49075 -1.26413 -1.85436 -0.448 0.654 -0.130 0.2015
H -1.00199 1.95182 2.37517 0.142 -0.096 -1.660 0.4931
```
Positions in Å, forces in eV/Å.

This record from the OMol25 dataset describes the molecule C2H7N3OS. The level of theory is ωB97M-V/def2-TZVPD.

Frontier orbital gap, eV: 9.07
Relative energy (zero: lowest compared OMol25 entry of this formula, charge and spin), kcal per mole: 85.6
Maximum force, Eh/bohr: 0.1287

The geometry in XYZ format:
```
14
Properties=species:S:1:pos:R:3:forces:R:3:nbo_charge:R:1
H 1.30098 2.43681 -0.33614 -1.843 -1.528 0.152 0.3271
N 0.42677 1.78988 -0.28286 1.720 -1.630 0.652 -0.7558
C 0.82640 0.55169 0.00872 -4.077 4.317 -1.244 0.5234
N 2.12500 0.30530 0.10789 0.399 -1.655 2.069 -0.3553
O 2.27672 -1.08581 0.17063 5.805 -0.212 3.170 -0.5889
N 0.01102 -0.58207 0.25905 0.391 -0.682 -2.597 -0.7556
S -1.59062 -0.55768 -0.63135 0.771 0.681 3.144 0.3620
C -2.53491 0.23935 0.81537 -1.716 1.864 -1.004 -0.7570
H 2.69757 0.61947 -0.59130 1.325 1.302 -2.224 0.3713
H 3.04930 -0.98781 0.89736 -2.533 -1.778 -2.264 0.5044
H 0.68660 -1.40947 -0.06388 -2.769 1.786 1.094 0.4300
H -2.74714 -0.29449 1.79781 -0.285 -0.349 -1.919 0.2265
H -3.50634 0.85098 0.26671 2.574 -2.167 1.833 0.2319
H -1.93323 1.05600 1.23296 0.239 0.052 -0.861 0.2360
```
Positions in Å, forces in eV/Å.

Question: Which of these has the lowest maximum force?
Answer: number 3